Below is a structure of composition C42H62BN4O3PPdS in a non-equilibrium geometry, with properties calculated with ωB97M-V/def2-TZVPD.

Computed properties:
Energy above the lowest of the compared OMol25 structures with the same formula, charge and spin (kJ/mol): 0.0
E_tot (eV): -80947.842
2S+1: 1
Total charge: -2
E_LUMO (eV): 4.117
Gap between HOMO and LUMO (eV): 4.3

```
115
Properties=species:S:1:pos:R:3:forces:R:3
Pd 0.363865 0.385767 0.223189 0.01 -1.40 -0.19
C 1.982104 5.044713 0.346688 -0.09 -0.07 -0.05
C 1.036057 4.377483 -0.655764 -0.03 -0.14 0.07
C 1.367117 4.817875 -2.083635 -0.11 -0.03 0.12
O 1.231930 2.959795 -0.580496 -0.26 -0.24 -0.02
C -0.447367 4.777434 -0.335059 0.13 -0.04 -0.02
O -0.693386 6.000195 -0.344184 0.05 0.03 -0.02
O -1.228705 3.824628 -0.117702 0.38 -0.02 0.28
H 3.010135 5.042423 -0.029782 0.03 -0.05 0.01
H 1.967012 4.479720 1.278784 -0.03 0.03 0.06
H 1.666074 6.072337 0.531177 0.02 -0.02 -0.05
H 2.414945 4.597407 -2.307906 0.03 -0.03 -0.01
H 1.183637 5.887129 -2.200481 0.02 -0.02 0.04
H 0.738073 4.269615 -2.786180 -0.03 0.00 -0.04
H 0.365216 2.524151 -0.348789 0.11 0.87 -0.26
S 3.718854 1.328956 2.476696 -0.11 0.02 0.22
C 4.277089 1.255881 0.894636 -0.03 0.04 -0.20
N 3.492116 1.089461 -0.163756 -0.15 -0.34 -0.16
C 3.965770 0.854996 -1.516462 -0.05 0.23 -0.13
C 5.316616 1.517904 -1.719885 -0.04 -0.02 0.06
C 6.243390 1.067840 -0.602736 -0.02 0.08 -0.01
N 5.619026 1.411670 0.662278 -0.06 -0.11 -0.10
H 2.488958 0.863087 -0.039720 0.67 0.36 0.34
H 3.217397 1.265472 -2.201306 0.08 -0.04 0.12
H 4.035028 -0.222784 -1.701329 0.01 -0.05 -0.01
H 5.199658 2.603225 -1.672435 0.00 0.00 -0.03
H 5.721462 1.254052 -2.698131 0.02 -0.02 0.02
H 7.208465 1.577905 -0.657658 -0.02 -0.02 -0.01
H 6.421981 -0.011414 -0.680746 0.01 -0.05 0.00
H 6.156415 1.353602 1.508701 0.04 0.03 0.04
C -1.305830 -4.653315 2.801948 0.03 0.02 0.00
C -2.452190 -3.698184 2.460545 -0.02 0.02 -0.02
C -3.786394 -4.380422 2.780120 0.01 -0.01 -0.02
C -2.319272 -2.365944 3.181870 0.02 0.08 -0.04
C -2.257813 -2.380934 4.571401 -0.01 -0.01 0.00
C -2.107624 -1.210243 5.292525 0.00 -0.03 0.04
C -2.003266 -0.010105 4.614223 0.05 0.02 -0.01
C -2.065583 0.060868 3.225440 0.05 -0.04 0.06
C -1.946766 1.419095 2.570942 -0.15 0.12 0.04
C -3.063065 2.370028 3.015054 0.04 0.01 0.00
C -0.573470 2.027681 2.844141 -0.08 0.12 0.04
C -2.244675 -1.131187 2.500947 -0.02 -0.08 0.00
N -2.412742 -1.080388 1.096661 0.00 0.00 0.05
B -1.571809 -0.421216 0.066787 0.39 0.24 -0.12
N -2.441994 -0.585908 -1.117135 0.12 0.09 -0.14
C -3.628956 -1.226047 -0.768322 -0.16 -0.16 0.03
C -3.616749 -1.517844 0.543536 -0.09 -0.03 -0.23
C -2.394757 0.078012 -2.378093 0.02 -0.07 -0.13
C -3.353205 1.076882 -2.645362 0.17 -0.09 0.04
C -3.451120 1.592240 -3.932488 0.00 0.06 -0.01
C -2.596042 1.182370 -4.938594 -0.05 0.03 -0.09
C -1.596736 0.273399 -4.647335 0.08 -0.02 0.07
C -1.465715 -0.282076 -3.377723 -0.17 0.12 0.18
C -0.296498 -1.201787 -3.111312 0.11 0.03 0.06
C -0.222507 -2.355594 -4.112164 0.00 -0.10 0.04
C 1.019068 -0.405024 -3.113286 0.03 -0.24 0.00
C -4.214982 1.682037 -1.553819 -0.13 0.04 -0.04
C -5.709003 1.550259 -1.863087 0.00 -0.04 0.03
C -3.830202 3.145787 -1.325981 -0.19 -0.15 -0.07
H -1.432042 -5.598331 2.265950 0.02 0.00 -0.01
H -1.281569 -4.877300 3.871286 -0.01 0.00 0.00
H -0.340136 -4.231833 2.526005 0.01 0.04 0.02
H -2.414275 -3.504122 1.389357 -0.02 0.00 -0.03
H -3.832480 -4.655777 3.837385 0.00 0.00 0.00
H -3.901394 -5.293715 2.190353 0.00 -0.01 0.00
H -4.637507 -3.732417 2.572640 -0.01 0.05 -0.03
H -2.319430 -3.328994 5.095370 0.00 0.00 0.00
H -2.060042 -1.234211 6.375588 0.00 0.00 -0.01
H -1.869665 0.908633 5.172823 0.00 0.02 0.01
H -2.023059 1.296476 1.489761 0.03 0.06 0.12
H -2.933366 2.693927 4.052842 -0.01 -0.02 0.03
H -4.047496 1.903239 2.927238 -0.01 -0.02 -0.03
H -3.040612 3.257288 2.379507 0.01 0.02 0.01
H -0.364005 2.069456 3.917597 0.02 0.04 0.03
H -0.533301 3.036429 2.434307 0.03 0.05 -0.07
H 0.212850 1.437345 2.364381 0.04 -0.05 0.01
H -4.399242 -1.428421 -1.496715 -0.05 0.03 0.02
H -4.386729 -1.987468 1.131922 -0.04 -0.06 0.02
H -4.193273 2.355927 -4.137792 0.01 0.00 0.00
H -2.689354 1.591020 -5.938863 0.01 0.02 0.01
H -0.893102 -0.015351 -5.420610 0.01 0.02 0.00
H -0.418086 -1.612948 -2.110029 -0.06 0.05 0.06
H 0.062790 -2.008000 -5.109280 -0.04 0.01 0.01
H -1.180498 -2.873427 -4.196236 0.00 -0.01 0.02
H 0.530540 -3.083293 -3.796682 0.03 0.00 0.00
H 1.315483 -0.142635 -4.136602 -0.04 0.01 0.02
H 1.821483 -0.999204 -2.654009 -0.11 0.07 -0.14
H 0.918784 0.508615 -2.527441 -0.05 0.03 0.10
H -4.018474 1.145742 -0.628842 0.02 -0.03 0.05
H -5.989510 2.162750 -2.724442 0.01 0.00 -0.02
H -6.299746 1.892632 -1.009745 0.00 0.01 -0.01
H -5.989740 0.516985 -2.078944 0.00 -0.03 0.01
H -3.985835 3.733969 -2.235138 -0.02 0.03 -0.03
H -2.791977 3.252081 -1.010693 -0.12 0.02 -0.06
H -4.457917 3.574655 -0.539035 0.00 0.01 0.01
C 0.659612 -3.243874 -0.059087 0.04 -0.04 -0.06
P 1.705525 -1.795372 0.383194 -0.36 0.77 0.28
C 1.497860 -1.817189 2.211279 0.03 -0.10 0.11
C 3.371883 -2.596566 0.294784 0.10 0.12 -0.17
C 3.742821 -3.410216 -0.785219 -0.11 0.07 0.09
C 5.054661 -3.814315 -0.969481 0.14 -0.02 0.03
C 6.045991 -3.408616 -0.081809 0.00 -0.01 -0.03
C 5.698889 -2.595321 0.991881 0.09 -0.04 -0.04
C 4.386470 -2.192379 1.175331 -0.12 -0.03 0.01
H 0.950714 -4.141551 0.493275 0.01 0.01 -0.02
H 0.706157 -3.449962 -1.128849 0.00 -0.01 -0.04
H -0.370301 -2.974589 0.180379 -0.01 0.04 0.00
H 1.953372 -2.702823 2.668418 -0.05 0.00 0.00
H 0.429072 -1.792092 2.416968 -0.06 -0.01 0.02
H 1.927372 -0.910671 2.640089 0.04 -0.06 -0.03
H 2.989091 -3.729774 -1.497174 0.00 0.01 0.00
H 5.306622 -4.448356 -1.813000 0.01 0.00 0.01
H 7.073953 -3.720078 -0.226758 0.00 0.00 0.00
H 6.459024 -2.267873 1.694070 -0.01 0.00 -0.02
H 4.144160 -1.541038 2.009097 0.01 0.02 -0.05
```
Forces are in eV/Å.

Mulliken atomic charge list, values in e, 8 entries: Pd 0.39; C -1.76; C 2.34; C -1.91; O 0.05; C -0.21; O -0.85; O -0.65